No. 1
This record from OMol25 describes the ion C22H35N6O with charge +1. The level of theory is ωB97M-V/def2-TZVPD.

Structure (XYZ):
```
64
Properties=species:S:1:pos:R:3:forces:R:3:lowdin_charge:R:1
C -0.8082 -2.8710 -1.7166 0.30 -0.82 -0.47 -0.044
H -0.5556 3.8575 0.5442 0.00 -0.04 0.10 0.143
H -1.1228 2.9399 -1.5651 -0.15 -0.03 0.13 0.134
H 2.8431 -3.8307 0.1877 0.00 -0.07 -0.02 0.127
H -0.5487 -2.2794 -2.5954 -0.09 0.04 0.09 0.132
H -4.7948 3.8167 3.9944 -0.07 0.08 0.02 0.110
H 2.4749 -0.0762 -1.3381 0.05 -0.06 0.16 0.109
C -0.9367 2.1752 -0.7987 -0.05 0.18 -0.20 -0.118
C 1.9243 -0.0592 -3.4295 0.01 0.25 0.14 -0.189
H -1.1530 -4.8130 0.0001 -0.01 -0.10 -0.04 0.099
H 0.7131 -4.2012 1.3165 0.04 -0.01 0.01 0.102
H -0.4672 0.9957 1.3802 0.17 0.54 0.14 0.097
C 1.4110 2.1442 -0.3160 0.17 0.03 0.10 -0.136
C 3.6770 1.7796 -3.3157 -0.25 0.03 -0.07 -0.100
H 2.1082 1.6141 -4.7516 -0.07 0.07 0.00 0.110
H -0.2312 3.4553 3.1139 0.08 -0.10 -0.07 0.139
N -0.7628 -2.0169 -0.5649 0.40 1.53 0.50 -0.020
C 2.2446 1.4143 -3.6876 0.14 -0.13 -0.11 -0.252
H -2.0129 2.9243 0.9276 0.14 0.03 0.00 0.133
H 1.7007 1.2114 1.6451 -0.11 0.03 0.06 0.135
C -4.1284 2.9845 3.8292 -0.05 0.04 0.00 -0.065
H 0.1619 1.7859 3.5840 0.07 0.06 -0.11 0.146
H 1.5404 2.0427 -3.1416 -0.06 0.06 -0.09 0.091
H -1.7394 0.0142 3.2740 0.07 -0.11 0.02 0.087
N -1.0900 -1.4798 1.4416 -0.22 -0.02 0.91 0.020
H 3.8924 1.5656 -2.2715 0.10 -0.02 0.16 0.056
C -2.8012 3.2191 3.5135 0.09 -0.06 0.01 -0.048
H 0.2069 -4.5564 -2.5515 -0.04 0.07 0.12 0.155
C -0.4873 2.4036 2.9587 -0.27 0.05 0.47 -0.079
C 1.2297 2.0996 1.2196 0.52 0.03 -0.36 -0.085
H 4.3793 1.2157 -3.9246 0.12 -0.05 -0.03 0.078
H -1.7405 1.4386 -0.8673 0.02 0.03 0.00 0.129
H 1.6817 2.9862 1.6698 -0.08 -0.04 0.08 0.138
C -0.1967 -5.0532 -0.4582 0.10 0.00 -0.01 -0.122
H 1.4595 3.1891 -0.6414 0.12 -0.03 0.06 0.136
C 0.1727 -4.0526 -1.5750 -0.32 0.04 -0.14 -0.294
H 1.2087 -5.8729 1.0146 0.00 -0.05 0.06 0.116
C -2.4042 0.8520 3.4209 0.04 0.12 0.03 -0.042
H 2.5683 -5.2277 -0.8875 0.02 0.05 0.05 0.129
H 3.8538 2.8381 -3.4873 0.11 0.10 0.03 0.075
C -1.9310 2.1551 3.3088 0.04 0.03 0.04 -0.236
H 1.6336 -1.5018 -1.8789 0.04 0.13 0.11 0.092
H -0.3940 0.0949 -2.2956 0.09 -0.09 0.08 0.160
H -4.0912 -0.3924 3.8166 -0.04 -0.11 0.02 0.111
N -0.2095 2.0498 1.5467 -0.09 -0.15 0.02 -0.139
C -0.2675 -0.7686 -0.3982 -0.37 -0.42 0.14 -0.177
H -1.8231 -3.2618 -1.8184 0.09 0.13 -0.08 0.145
C 0.9570 -4.9287 0.5416 0.12 0.15 -0.17 -0.143
H -2.4387 4.2345 3.4391 0.05 0.12 -0.01 0.116
C -4.5963 1.6855 3.9342 -0.02 0.02 0.00 -0.067
O 1.4539 -3.5300 -1.2637 -0.23 0.13 -0.16 -0.134
H -5.6303 1.5033 4.1814 -0.10 -0.02 0.03 0.110
H 2.3628 1.6901 -0.5755 0.02 0.11 0.02 0.104
N -0.4890 -0.4436 0.8628 0.37 -0.03 -0.81 0.077
C -0.9804 2.8516 0.5829 -0.37 0.17 -0.46 -0.084
C 2.0855 -4.4064 -0.3437 0.13 -0.27 0.30 -0.173
C 0.3099 0.1375 -1.4485 0.25 0.03 -0.34 -0.220
H -0.2465 -6.0606 -0.8669 -0.03 -0.01 -0.02 0.119
C 1.6532 -0.4147 -1.9657 -0.21 -0.01 -0.37 -0.125
C -3.7332 0.6214 3.7295 -0.01 -0.07 -0.03 -0.060
H 1.0543 -0.3451 -4.0255 -0.03 -0.11 -0.03 0.111
N -1.2556 -2.4094 0.6119 -0.51 -1.15 -0.18 0.089
N 0.3411 1.5319 -1.0525 -0.23 -0.24 0.23 -0.131
H 2.7643 -0.6653 -3.7729 -0.01 -0.07 -0.08 0.119
```
Positions in Å, forces in eV/Å.

The structure (SMILES) is CCCC[C@@H](c1nnnn1C[C@@H]1CCCO1)N1CC[NH+](Cc2ccccc2)CC1. Its total charge is +1. Its energy relative to the best compared isomer or geometry (same formula, charge and spin) is 0.1908 eV. The value obtained for the HOMO-LUMO gap is 10.0 eV. Its HOMO energy is -11.87 eV. The calculation puts the LUMO energy at -1.87 eV.

No. 2
This record from OMol25 describes a structure of composition C22H36BrIO8PtSSi. The level of theory is ωB97M-V/def2-TZVPD.

Structure (XYZ):
```
71
Properties=species:S:1:pos:R:3:forces:R:3:lowdin_charge:R:1
H -8.4469 -2.1791 1.7424 0.00 0.02 0.02 0.088
I -0.3136 -2.8025 -1.7665 -0.08 -0.49 -0.59 1.247
C -0.8800 -4.9245 0.2593 0.09 -0.06 -0.05 -0.154
H 1.4671 1.7755 1.7391 0.05 -0.05 0.00 0.153
Si -4.5015 -0.7453 0.1711 -0.27 0.19 -0.14 -0.098
C -5.8615 -3.0275 1.9470 0.01 -0.04 -0.02 -0.045
H -4.3102 -3.6009 -1.3822 -0.03 -0.02 -0.04 0.048
H -6.1789 3.2182 0.2662 -0.02 0.00 0.00 0.091
O -5.5034 -1.2590 -1.0298 0.06 0.12 0.07 -0.147
H -2.5809 2.8817 -0.6572 -0.20 -0.04 -0.27 0.082
C -7.7252 -1.4569 1.3548 -0.01 -0.01 -0.03 -0.022
C -0.6016 -5.8915 1.2112 0.00 0.04 -0.02 -0.066
H -7.6004 -1.6227 0.2850 0.01 -0.02 0.01 0.073
H 2.1432 -1.5525 0.7611 0.03 0.09 -0.01 0.079
H -5.5467 -1.2828 4.0289 0.00 0.00 -0.01 0.089
H -6.6601 -0.5602 -3.2801 0.00 0.01 0.00 0.079
H -5.5719 1.2645 -2.1454 -0.01 0.01 0.04 0.071
H -7.4441 -1.9805 -2.5737 0.00 0.00 0.00 0.086
C -5.1751 -3.4150 -2.0223 0.05 -0.02 0.00 -0.035
C -4.5304 2.0086 -0.4089 -0.02 -0.27 0.01 -0.618
C 1.8156 0.0178 -0.6652 -0.26 0.07 -0.22 -0.658
C 0.1645 -4.2597 -0.3735 0.12 -0.30 0.22 -0.667
S -2.8539 -1.9895 0.5120 0.24 -0.38 0.27 0.329
H -6.8576 -0.1706 3.6066 0.00 0.00 0.00 0.085
H 0.2676 1.2025 2.9099 -0.01 0.08 0.00 0.157
C 1.7556 -5.5384 0.8870 0.05 0.03 -0.01 -0.127
H -1.9015 -4.6742 0.0118 -0.03 0.04 0.01 0.063
O -0.5665 2.9410 0.9898 0.24 -0.09 0.19 0.159
H -6.5083 -2.1373 -4.0717 0.01 0.00 0.01 0.089
H -3.9662 1.9325 -2.4926 0.00 0.00 0.01 0.091
O -5.4593 -0.6773 1.4927 0.15 0.21 0.01 -0.147
H -3.9661 -1.8770 -3.9725 0.00 0.00 0.01 0.094
O 2.7944 0.3097 -1.3169 0.16 -0.03 0.04 0.066
H -6.5582 1.4910 0.1577 0.05 0.00 -0.02 0.086
C -6.5139 -1.2028 3.5306 0.03 -0.03 0.04 -0.029
H -1.4160 -6.4033 1.7056 0.01 0.01 0.01 0.111
H -3.8542 4.0642 -0.2892 0.00 -0.01 0.00 0.102
C -5.3077 -1.9199 -2.2836 0.00 -0.04 -0.05 -0.647
C -4.8691 2.0585 -1.8926 0.01 0.07 -0.04 -0.019
H -7.2280 -1.8490 4.0446 0.00 0.01 -0.01 0.087
H -1.3448 3.2014 0.4677 0.00 0.05 0.07 0.089
H -5.0465 -3.9569 -2.9610 0.00 -0.02 0.00 0.089
Br 2.9426 -3.6797 -0.8684 0.12 -0.02 -0.12 0.800
O 0.5912 0.1118 -1.1139 0.33 -0.04 0.17 -0.272
C -6.5574 -1.6320 -3.1054 -0.02 -0.01 0.00 -0.025
O 0.9118 -0.2355 1.6493 0.08 -0.05 0.15 -0.146
H -6.5521 -3.7165 2.4361 0.02 -0.03 -0.01 0.091
C 2.0109 -0.4696 0.7717 -0.13 0.01 0.07 -0.123
C 1.4870 -4.5625 -0.0644 -0.18 -0.10 0.13 -0.727
H -4.8790 -3.1192 2.4132 -0.03 0.02 0.02 0.072
O -3.9142 0.7541 -0.1092 -0.39 -0.12 -0.10 -0.167
C -5.7858 2.2128 0.4296 -0.01 0.08 0.04 -0.022
H -6.0696 -3.7916 -1.5231 -0.01 0.00 0.00 0.086
O -1.4009 0.9739 0.4628 0.53 -0.14 0.38 -0.075
C -0.5222 1.6220 1.0171 -0.16 0.17 0.02 -0.427
H -4.1538 -0.3141 -3.1613 0.01 -0.02 -0.02 0.073
Pt -0.9926 -0.9245 -0.3224 -0.17 0.91 -0.14 0.540
H 0.9396 -6.9445 2.2695 0.00 -0.01 -0.02 0.110
C -4.0721 -1.3890 -3.0013 -0.01 0.01 -0.02 -0.032
H -5.7694 -3.3199 0.8979 -0.03 0.01 0.03 0.066
H 2.9218 -0.0091 1.1589 0.00 0.02 0.03 0.136
H -5.5646 2.0840 1.4894 0.01 0.01 -0.01 0.093
C -3.4838 3.0613 -0.0693 -0.11 0.27 0.04 -0.031
C 0.7152 -6.1942 1.5227 -0.01 -0.02 0.03 -0.070
H -5.3252 3.0177 -2.1461 0.01 0.00 -0.01 0.093
C -6.3836 -1.6009 2.0679 -0.10 -0.05 -0.06 -0.645
H -3.1742 -1.5833 -2.4147 0.01 0.00 0.02 0.013
H 2.7834 -5.7734 1.1262 0.00 0.00 0.01 0.102
C 0.6142 1.1048 1.8765 -0.04 -0.06 -0.21 -0.104
H -3.2293 3.0053 0.9911 -0.16 -0.01 0.05 0.098
H -8.1249 -0.4523 1.5039 0.01 0.01 0.00 0.086
```
Positions in Å, forces in eV/Å.

Its energy relative to the best compared isomer or geometry (same formula, charge and spin) is 0.0000 eV. The value obtained for the HOMO-LUMO gap is 7.7 eV. Its HOMO energy is -7.99 eV. The calculation puts the LUMO energy at -0.25 eV.

The calculated total energy results, record by record, are as follows: -1262.83664 -5140.73101 Ha.